1.
ORCA calculation (the ωB97M-V functional and the def2-TZVPD basis) on a structure of composition C38H78BrCl4CsF7KN5O9Si at a distorted geometry.

Properties
E_tot in eV: -230434.5752
E_HOMO in eV: -4.99
Multiplicity: 1
LUMO level in eV: -4.306
Total charge: +1
Maximum force in eV/Å: 6.588

Last column: Löwdin charge in e.
CARTESIAN COORDINATES (ANGSTROEM)
C  -0.778  0.994  1.204  -0.085
C  -1.374  -2.280  0.296  -0.199
H  3.419  3.660  0.730  0.064
C  0.097  9.820  0.196  0.043
C  -0.125  -4.242  -0.791  -0.187
C  -0.565  8.593  0.754  -0.484
F  2.120  -1.676  4.141  0.198
H  -2.661  1.928  -0.780  0.124
H  8.138  -6.469  -2.132  0.053
F  1.015  -1.201  1.857  0.147
C  0.973  -0.234  2.765  -0.329
F  0.396  1.999  3.127  0.082
N  -6.302  -2.123  -7.359  0.106
C  3.068  -8.150  -1.509  -0.206
H  -3.371  -1.697  -0.303  0.099
H  2.688  3.106  -1.953  0.056
H  -0.704  2.189  -0.543  0.158
N  -0.346  2.216  0.429  0.006
H  -0.773  5.321  0.340  0.080
H  -9.231  -1.064  -8.189  0.099
H  4.549  -6.195  -3.817  0.093
C  -2.808  4.490  2.427  -0.136
Si  1.480  2.297  -0.005  0.636
H  -5.719  -1.620  -8.001  0.079
O  -0.819  4.449  -0.091  0.005
H  4.457  -3.951  0.495  0.099
C  7.599  -7.379  -1.863  -0.115
C  -4.387  0.756  -0.520  -0.231
C  -2.800  -1.792  0.633  -0.181
H  1.596  -0.240  -0.423  0.029
H  -3.952  -0.441  1.835  0.135
H  -2.362  6.674  3.950  -0.080
H  1.724  -2.769  0.469  0.099
H  1.491  -7.021  -2.380  0.107
H  -0.297  -5.151  -1.398  0.115
H  0.963  2.797  -2.409  0.051
C  -2.957  2.034  1.857  -0.075
C  0.634  -4.670  0.517  -0.139
H  -2.558  4.349  4.590  0.124
F  -0.021  -1.951  4.266  -0.443
H  2.475  -4.116  -0.407  0.125
H  4.491  -10.146  -2.900  0.120
H  -0.941  10.468  2.670  0.136
C  -1.430  6.030  3.850  -0.298
C  2.573  -7.120  -2.526  -0.225
H  -0.436  10.138  -0.700  0.114
H  -2.336  9.642  3.310  -0.018
H  3.057  0.341  0.387  0.052
H  -4.050  2.110  1.720  0.126
H  2.498  4.820  5.362  0.074
Cl  -1.599  -3.066  -4.366  0.522
H  -2.327  0.233  -1.040  0.138
H  -5.886  -2.752  -6.693  -0.035
H  -4.996  1.560  -0.070  0.127
C  -2.395  3.422  1.379  -0.208
H  -2.890  5.465  1.910  0.112
C  6.416  -9.182  -2.893  -0.223
C  -2.801  10.828  1.597  -0.031
H  6.703  -9.733  -3.795  0.121
H  6.845  -9.713  -2.038  0.123
H  8.321  -8.100  -1.479  0.091
H  4.518  -4.565  -3.127  0.087
C  4.406  -5.627  -2.897  -0.080
H  -2.966  3.665  0.461  0.152
H  -0.611  5.711  5.911  0.119
H  4.554  -8.557  -3.689  0.100
C  2.275  0.627  -0.341  -0.136
N  4.473  -8.533  -1.563  -0.050
C  -2.874  -0.582  1.610  -0.120
C  -0.387  6.239  4.977  -0.158
C  -1.920  4.545  3.715  -0.154
H  -2.456  -0.967  2.559  0.096
Cl  -4.027  -3.381  -5.919  0.628
H  -1.923  -3.322  -1.501  0.059
H  5.027  -7.704  -1.394  0.058
Cl  -3.678  -4.870  -3.475  0.551
C  -1.503  -3.615  -0.516  -0.201
C  0.986  -0.975  4.156  -0.487
C  -3.352  -3.337  -4.293  -2.009
C  -2.347  0.790  1.125  -0.312
F  1.087  -0.181  5.184  0.243
H  4.712  -3.801  2.280  0.098
H  -0.019  -4.462  1.387  0.083
H  -3.070  11.714  2.173  0.102
H  2.809  0.675  -1.310  0.064
H  -3.283  -2.634  1.175  0.128
H  -1.026  3.904  3.694  0.094
K  -3.057  8.087  3.689  0.967
Cs  -1.440  -3.583  4.550  1.329
O  10.334  -6.001  -2.484  -0.576
H  6.871  -7.126  -1.077  0.062
O  6.938  -7.871  -3.029  -0.195
H  2.451  -9.052  -1.586  0.117
H  1.410  4.305  -1.456  0.036
F  -1.069  0.557  3.616  0.087
H  1.417  3.884  4.485  0.036
N  -8.232  -1.161  -8.213  0.137
C  4.900  -9.134  -2.822  -0.213
C  2.455  3.393  1.205  -0.140
H  1.120  9.563  -0.072  0.106
H  -2.357  11.150  0.656  0.088
H  -5.473  0.355  -2.032  0.099
H  -0.785  -1.610  -0.353  0.112
H  9.980  -6.210  -3.352  -0.185
C  1.047  5.878  4.409  -0.242
N  1.525  4.666  5.121  0.010
H  -0.414  0.167  0.562  0.129
O  -8.311  -2.643  -6.488  -0.269
C  1.948  -3.861  0.551  -0.273
C  1.633  3.248  -1.657  -0.151
C  -2.870  0.920  -0.359  -0.102
C  -0.902  3.480  0.964  -0.305
H  2.900  -7.739  -0.508  0.110
H  -2.244  -4.310  -0.082  0.127
H  1.736  6.734  4.510  0.117
O  -1.563  8.729  1.667  -0.088
O  -4.621  0.811  -1.939  -0.084
H  -3.713  10.280  1.347  0.092
Br  -8.877  -2.986  -4.112  -0.504
H  -2.830  2.002  2.957  0.124
H  2.675  2.901  2.164  0.025
H  0.160  10.647  0.901  0.085
C  -0.158  0.833  2.592  -0.252
H  3.860  -2.492  1.350  0.078
H  0.821  -5.754  0.430  0.120
H  -3.831  4.227  2.759  0.127
H  -0.345  7.339  5.163  0.101
C  -1.854  9.947  2.383  -0.299
H  -0.279  3.911  1.769  0.129
H  1.931  4.356  1.363  0.032
O  2.740  -4.182  1.675  -0.182
H  -4.793  -0.210  -0.177  0.122
H  2.705  -7.444  -3.563  0.113
H  -0.888  -2.568  1.246  0.078
C  -7.668  -2.019  -7.303  -0.697
C  4.030  -3.585  1.448  -0.077
H  -0.997  6.278  2.830  0.104
Cl  -4.139  -2.021  -3.410  0.540
F  2.162  0.430  2.776  0.140
H  5.179  -5.879  -2.171  0.068
H  -7.708  -0.637  -8.888  0.077
H  0.963  5.682  3.321  0.087
O  -0.292  7.490  0.363  0.120
H  0.511  -3.594  -1.424  0.118
O  3.109  -5.818  -2.338  -0.213

2.
ORCA calculation (the ωB97M-V functional and the def2-TZVPD basis) on a cluster of 10 separate species, C38H78O21S8 in total at a distorted geometry.

Properties
E_tot in eV: -170344.1148
E_HOMO in eV: -9.52
Multiplicity: 1
LUMO level in eV: 0.295
Maximum force in eV/Å: 5.044
Energy relative to the best compared isomer or geometry (same formula, charge and spin) in kcal/mol: 0.0

Last column: Löwdin charge in e.
CARTESIAN COORDINATES (ANGSTROEM)
H  1.659  -6.345  1.757  0.105
C  2.398  -2.392  -3.301  -0.206
C  -3.781  4.925  1.163  -0.230
H  -0.248  -5.230  3.747  0.116
H  4.674  -0.935  -1.903  0.087
C  3.909  -4.301  -2.445  -0.149
C  -0.147  -1.079  6.630  -0.204
H  -1.169  0.889  -5.166  0.058
C  -1.229  -0.688  4.192  -0.183
C  -1.568  4.130  0.966  -0.208
O  2.224  3.407  1.487  -0.356
H  -1.469  -4.664  1.479  0.101
C  -0.709  -5.429  1.638  -0.219
O  -4.834  -1.074  -2.468  -0.368
H  -0.635  3.662  1.278  0.082
H  1.861  -2.066  -4.191  0.095
H  -4.063  1.688  -0.882  0.088
C  -0.085  -1.748  4.254  -0.215
O  -0.751  -1.402  -4.532  -0.569
H  -3.187  -3.268  -6.461  0.052
H  -2.171  -0.948  3.708  0.081
H  0.614  -3.830  -5.254  0.005
C  0.249  -5.232  2.776  -0.263
H  -3.748  -2.102  -5.170  0.037
C  0.247  -7.662  2.800  -0.165
C  4.794  0.100  -1.583  -0.178
C  -2.862  3.875  1.768  -0.211
H  4.472  2.941  2.717  0.101
H  -4.079  4.664  0.148  0.109
H  -2.566  -1.085  -1.557  0.074
S  -1.205  -1.069  0.480  0.712
H  -6.345  2.673  -0.574  0.119
H  8.975  -0.863  0.588  0.095
H  -8.257  0.871  -0.397  0.119
O  -2.586  -7.301  2.692  -0.370
H  -4.613  4.941  1.868  0.112
H  -1.207  -2.097  -1.729  0.076
H  -2.673  4.106  2.816  0.116
C  -0.759  0.089  -1.887  -0.203
H  1.779  4.532  -1.991  0.095
O  6.163  0.481  -1.551  0.017
C  3.934  3.750  4.837  -0.186
H  1.330  -2.387  5.777  0.111
C  -1.499  -1.123  -1.337  -0.208
C  0.819  -1.477  5.463  -0.195
O  -0.816  6.150  2.652  -0.341
H  1.765  6.021  -2.912  0.087
H  0.794  -3.476  -2.559  0.089
H  3.766  5.488  3.542  0.117
O  6.831  -1.578  -0.638  0.065
C  -4.908  1.003  -0.822  -0.220
H  -0.835  0.239  3.775  0.074
H  -7.625  1.014  -2.879  0.106
H  5.003  3.862  5.017  0.112
S  -1.358  -7.158  1.843  0.747
H  1.445  -0.612  5.244  0.106
C  -0.868  4.117  -3.373  -0.528
C  3.794  2.854  3.566  -0.223
H  -2.611  2.324  -3.356  0.091
C  -3.124  6.341  1.069  -0.172
S  -1.302  5.938  1.272  0.745
H  1.059  -2.128  -1.467  0.063
C  1.166  -6.416  2.727  -0.220
H  -1.738  3.975  -0.099  0.066
H  -1.781  1.697  -0.603  0.091
H  1.608  5.551  3.126  0.086
H  -2.779  0.400  -5.001  0.051
H  -3.335  6.669  0.052  0.092
O  8.259  0.282  -0.944  -0.022
C  4.164  0.263  -0.138  -0.024
C  3.174  -3.662  -3.729  -0.209
H  -0.183  -7.779  3.794  0.083
C  -0.275  -3.702  -5.871  -0.210
C  -7.108  0.290  -2.250  -0.213
C  1.130  5.220  -2.534  -0.023
C  -2.936  -2.420  -5.823  -0.225
C  -0.320  0.607  0.472  -0.168
H  -7.095  -0.335  -0.263  0.121
O  1.959  -5.297  -0.803  -0.342
S  -5.313  0.349  -2.468  0.765
H  -3.130  3.194  -4.813  0.127
H  -2.695  -1.537  -6.414  0.045
H  4.043  1.320  0.099  0.061
H  0.731  0.318  0.495  0.093
O  -1.216  3.396  -4.437  0.034
H  3.893  -3.460  -4.522  0.109
H  -0.443  -2.738  4.536  0.102
O  0.371  4.610  -3.614  0.003
O  -1.665  1.120  6.309  -0.371
H  3.387  3.395  5.711  0.120
H  -0.214  -5.441  0.668  0.081
H  3.168  5.765  5.258  0.120
O  -4.998  1.371  -3.511  -0.347
S  2.120  3.153  2.920  0.699
H  0.533  -8.678  2.528  0.093
C  -6.230  1.626  -0.297  -0.192
C  7.061  -0.407  -1.080  -0.465
C  -0.826  1.221  -0.828  -0.198
C  -2.360  2.547  -4.393  -0.212
O  -0.279  -2.100  0.781  -0.327
H  10.090  0.329  -0.061  0.092
H  -1.138  0.457  -2.841  0.084
H  -3.471  7.203  1.639  0.096
H  4.359  0.782  -2.315  0.125
H  -0.632  -4.680  -6.193  0.052
H  -3.275  2.868  1.711  0.110
H  9.861  -1.106  -0.963  0.096
C  1.910  4.763  3.815  -0.219
H  4.752  -3.670  -2.161  0.085
O  -0.638  6.439  0.075  -0.354
H  0.046  -3.075  -6.704  0.056
H  -7.388  -0.719  -2.552  0.103
C  -2.184  1.279  -5.245  -0.061
H  0.475  -1.944  3.340  0.095
H  0.572  5.865  -1.857  0.064
C  3.270  5.076  4.420  -0.227
H  -0.150  1.990  -1.201  0.115
O  -1.517  4.205  -2.318  0.069
H  3.956  1.809  3.830  0.098
H  -4.620  0.135  -0.229  0.091
H  4.068  -5.372  -2.567  0.094
O  -1.404  -7.729  0.518  -0.357
H  -0.613  0.991  1.449  0.075
C  -7.264  0.616  -0.768  -0.234
S  -1.455  -2.741  -4.744  0.864
S  2.630  -4.026  -1.090  0.710
S  -1.722  -0.325  5.961  0.719
H  0.227  -0.294  7.288  0.086
H  -2.299  1.585  -6.285  0.080
H  4.817  -0.142  0.635  0.077
H  2.476  -4.386  -4.151  0.090
H  1.121  4.690  4.563  0.108
O  3.271  -3.257  -0.046  -0.336
H  1.864  -6.366  3.563  0.118
H  -0.469  -1.914  7.252  0.092
O  -2.889  -1.097  6.305  -0.335
C  9.324  -0.397  -0.334  -0.078
H  3.212  -0.260  -0.047  0.058
C  1.565  -2.872  -2.082  -0.192
O  1.160  2.143  3.384  -0.352
H  0.838  -4.315  2.761  0.111
H  3.175  -1.660  -3.081  0.085
H  -6.129  1.509  0.782  0.117
O  -2.538  -0.913  1.115  -0.353
H  0.242  -0.164  -2.236  0.107

3.
ORCA calculation (the ωB97M-V functional and the def2-TZVPD basis) on a cluster of 5 separate species, C38H79N8O8S in total at a distorted geometry.

Properties
E_tot in eV: -79813.3628
E_HOMO in eV: -10.90
Multiplicity: 1
LUMO level in eV: -2.457
Total charge: +1
Maximum force in eV/Å: 1.228
Energy relative to the best compared isomer or geometry (same formula, charge and spin) in kcal/mol: 8.4

Last column: Löwdin charge in e.
CARTESIAN COORDINATES (ANGSTROEM)
H  4.129  1.240  -2.913  0.072
N  -0.059  1.070  -1.214  0.214
H  1.923  1.912  2.055  0.090
C  4.456  2.226  -3.248  -0.102
H  5.953  5.636  -5.434  0.081
O  2.137  3.347  4.467  -0.201
C  -3.190  2.476  3.327  -0.694
O  3.300  3.034  -3.400  -0.212
C  -8.054  -1.064  -3.101  -0.095
H  4.985  2.100  -4.195  0.081
H  4.146  4.625  -2.377  0.121
C  2.130  -6.603  -0.785  -0.070
H  -7.736  -1.964  -3.632  0.077
C  2.356  1.713  1.084  -0.221
H  6.133  4.974  -3.810  0.080
C  -1.337  -3.486  -0.423  0.014
H  1.973  2.404  0.330  0.083
H  -8.576  -0.421  -3.808  0.090
H  3.304  3.796  -5.801  0.069
C  2.301  -8.103  1.293  -0.210
H  2.548  0.202  -0.395  0.096
H  0.315  -1.479  -2.488  0.144
C  -3.633  0.481  3.828  -0.170
N  -1.756  -4.522  1.711  0.085
N  0.204  -7.887  -0.032  0.042
H  2.362  5.088  -5.615  0.072
C  3.586  -9.455  -0.207  -0.102
H  -7.186  -3.317  -0.870  0.083
H  0.759  4.489  6.208  0.074
H  2.096  1.238  7.184  0.079
C  -2.496  0.991  -1.224  -0.131
H  1.549  -5.769  -1.185  0.060
H  2.532  4.851  -3.048  0.103
H  0.942  2.005  8.277  0.081
H  3.755  2.217  5.139  0.092
N  0.031  3.807  6.408  0.053
H  -7.346  -0.847  -0.638  0.125
H  3.509  -2.253  -0.541  0.091
S  -2.576  3.872  2.487  1.037
H  0.714  -1.264  1.151  0.126
C  -1.541  -2.228  0.118  -0.161
C  2.136  0.267  0.611  -0.175
C  -0.764  5.520  -1.943  -0.247
H  1.774  -8.284  2.233  0.125
H  -1.291  -5.570  -0.002  0.096
H  -2.431  0.668  -2.271  0.147
H  5.747  3.917  -5.175  0.067
C  1.524  2.151  7.368  -0.066
H  -5.099  -1.941  -0.299  0.131
N  -3.822  2.525  4.449  0.063
C  4.075  5.144  -4.498  -0.428
H  -2.068  -1.175  1.914  0.094
H  -0.094  6.275  -1.547  0.124
H  1.761  1.329  4.746  0.119
H  -2.510  4.172  0.185  0.067
H  2.224  2.961  7.564  0.066
H  4.411  1.188  0.639  0.070
H  -0.333  -8.183  0.779  0.079
H  -2.277  3.475  -1.954  0.128
H  -0.233  1.755  6.243  0.134
C  0.905  -1.129  -1.635  -0.171
O  2.549  -9.383  0.754  -0.184
H  0.136  0.341  1.391  0.115
C  -5.566  -1.930  -1.289  -0.423
H  -1.094  -3.611  -1.464  0.122
N  -4.097  1.195  4.785  0.078
C  3.520  4.431  -3.258  -0.207
H  -1.737  5.669  -1.472  0.115
N  -4.493  -1.822  -2.284  0.062
H  -1.514  1.484  1.153  0.086
C  -1.415  -0.979  -0.701  -0.216
H  0.749  1.625  -0.915  0.153
C  -2.554  3.272  0.785  -0.432
H  2.770  -0.365  1.223  0.125
H  -4.925  -1.636  -3.186  0.078
H  0.586  4.000  -2.379  0.099
H  2.245  -7.328  -1.590  0.068
C  -1.877  -2.134  1.464  -0.010
C  -1.285  3.033  -1.957  -0.101
H  3.946  6.215  -4.319  0.139
C  0.003  -0.330  -0.651  -0.266
H  0.012  0.995  -2.231  0.181
H  -8.745  -1.336  -2.300  0.093
C  -1.971  -3.304  2.205  -0.122
C  3.874  1.986  1.146  -0.070
H  -5.624  -4.082  -1.163  0.077
O  -6.945  -0.333  -2.602  -0.190
C  -6.277  -3.267  -1.472  -0.059
C  3.430  3.257  5.044  -0.102
C  2.837  -2.497  -1.358  -0.047
H  -1.589  -1.255  -1.745  0.144
O  -3.021  1.218  2.854  0.004
H  3.468  3.742  6.020  0.078
H  2.924  -3.561  -1.550  0.081
C  5.561  4.897  -4.737  -0.064
C  1.254  2.303  4.825  -0.226
C  -0.236  4.122  -1.678  -0.159
H  -6.545  -3.447  -2.512  0.069
H  -2.228  -3.241  3.252  0.106
H  -5.928  0.151  -0.951  0.113
H  4.240  2.004  2.165  0.069
H  5.139  2.641  -2.502  0.092
C  -6.496  -0.711  -1.318  -0.210
H  -0.475  2.830  0.848  0.108
H  -3.668  -0.585  3.738  0.126
H  1.660  -0.445  -2.032  0.118
H  -0.694  3.994  5.723  0.063
C  -1.382  2.339  0.508  -0.182
H  3.981  -10.469  -0.185  0.090
H  0.467  2.317  4.060  0.104
H  4.146  2.894  0.625  0.070
O  -0.913  5.719  -3.345  -0.045
O  -2.463  -0.098  -0.333  -0.067
N  3.334  4.808  -5.716  0.046
H  4.396  -8.758  0.026  0.090
H  0.204  4.069  -0.684  0.110
H  4.119  3.782  4.383  0.086
C  -1.460  -4.588  0.420  -0.117
H  -1.825  5.557  -3.589  0.087
H  -3.513  2.800  0.597  0.092
H  -3.955  -0.985  -2.085  0.030
H  1.104  -6.363  1.060  0.126
C  -1.303  1.882  -0.938  -0.368
O  1.489  -2.218  -0.999  -0.158
C  0.593  2.471  6.203  -0.430
H  3.140  -1.979  -2.263  0.093
H  0.496  -8.757  -0.470  0.074
H  -1.095  2.625  -2.947  0.132
H  3.248  -7.605  1.545  0.121
H  3.121  -6.230  -0.516  0.077
H  3.214  -9.260  -1.216  0.076
C  1.416  -7.199  0.425  -0.436
C  0.695  -0.286  0.700  -0.082
H  -3.434  1.516  -1.117  0.142